[1]
Here is a single C5H7IN2 molecule at a distorted geometry from the OMol25 dataset. Energies are from ωB97M-V/def2-TZVPD.

The geometry in XYZ format:
```
15
Properties=species:S:1:pos:R:3:forces:R:3
C 1.072406 -1.967717 -0.481190 -1.251 -3.101 0.993
N 1.174847 -0.873717 0.427255 -1.745 2.579 0.090
I 2.986383 0.136337 0.243273 -0.005 -0.246 -0.250
N 0.017158 0.176948 0.229318 3.862 -4.615 -0.440
C -1.034213 0.131259 -0.582721 -0.771 1.008 0.629
C -1.786129 1.254211 -0.253846 0.962 -2.078 -1.105
C -1.100114 1.963611 0.701748 0.075 0.361 0.229
C 0.014881 1.205820 1.001538 2.189 3.608 3.102
H 1.130859 -1.820985 -1.537922 0.199 0.668 -0.805
H 1.863712 -2.765307 -0.207160 -1.243 1.421 -0.247
H 0.029113 -2.450794 -0.284495 1.764 0.650 -0.238
H -1.202476 -0.740647 -1.097678 -0.689 -1.482 -1.454
H -2.699287 1.405464 -0.705825 -1.776 0.786 -0.727
H -1.426784 2.946646 0.939209 0.300 0.474 0.906
H 0.959649 1.398867 1.608497 -1.872 -0.034 -0.685
```
Positions in Å, forces in eV/Å.

The value obtained for the orbital gap is 7.74 eV. The HOMO energy is -8.266 eV. Its energy is -601.8042 Ha. The energy above the lowest of the compared OMol25 structures with the same formula, charge and spin comes out at 3.149 eV. As for the SMILES: CN(I)n1cccc1.

[2]
Here is a gas-phase ion, C23H45Br3N4O3P (charge +1) at a distorted geometry from the OMol25 dataset. Energies are from ωB97M-V/def2-TZVPD.

The geometry in XYZ format:
```
79
Properties=species:S:1:pos:R:3:forces:R:3
C 0.191551 -0.768432 3.550615 1.138 0.093 0.634
C 1.511617 -1.318134 2.758748 -2.797 0.311 1.889
N 1.834059 -0.283686 1.732860 4.432 1.871 0.389
C 2.871203 0.697187 2.106300 -0.799 -1.418 -2.435
N 3.091417 1.170777 3.335877 -0.538 -0.035 -0.135
P 4.421461 2.357320 3.513480 2.279 0.414 0.561
O 4.856457 2.279653 5.164877 -1.380 0.257 -2.183
Br 3.648994 4.466251 3.147162 -0.332 -0.886 0.487
N 3.644035 1.130098 0.923234 -0.946 -0.634 1.734
C 2.954921 0.568396 -0.305053 -0.896 -2.418 1.906
C 3.862587 0.045769 -1.512062 1.202 1.739 -0.460
C 3.351208 0.423628 -2.978469 -0.174 -0.823 -0.386
C 4.623310 0.360436 -3.965702 -0.211 -1.605 -0.980
N 5.381679 1.642542 -4.110464 -1.474 -1.202 1.073
O 4.908258 -0.681569 -4.565751 -0.571 3.167 1.933
C 1.720133 1.527491 -0.610984 -0.318 -0.160 -0.812
C 2.058138 3.060854 -0.903118 -2.336 -0.081 -0.919
C 1.142397 3.511625 -2.173699 1.194 0.548 0.185
Br 3.921299 3.499587 -1.369385 -0.580 -0.015 0.579
C 2.420931 -0.782255 0.420831 -2.955 0.445 -0.281
Br 3.842464 -2.029851 1.150899 0.060 0.306 -1.460
C 1.209951 -1.429970 -0.402985 0.367 -0.883 -0.135
C 1.200584 -3.027505 -0.481500 -1.836 0.333 -1.129
C -0.328178 -3.439196 -0.843264 0.312 -0.159 0.679
C -1.258179 -3.344734 0.488897 -0.471 -0.465 -1.832
C -2.686043 -2.763278 0.039114 0.220 0.771 0.903
C -3.659604 -2.466720 1.282267 -0.559 -0.471 -0.486
C -5.212611 -2.502861 0.836875 -0.037 0.716 0.729
C -5.762712 -1.083758 0.335514 -0.306 -0.348 -0.534
C -5.435715 -0.903686 -1.225923 -0.068 0.126 -0.070
C -4.897402 0.553065 -1.626433 -0.060 -0.624 -0.217
C -3.639253 1.020835 -0.719779 -1.042 -0.784 -0.189
O -4.125229 2.052048 0.172472 1.607 0.621 -1.186
C -3.279660 3.224795 0.171469 -0.533 0.872 0.786
H -0.393555 -0.036472 2.913205 0.525 -1.155 0.747
H 0.599630 -0.198385 4.460955 -0.916 -0.643 -1.139
H -0.433247 -1.627549 3.965077 0.751 1.245 -0.738
H 2.306101 -1.441243 3.569225 -0.746 -0.108 -1.571
H 1.180661 -2.318598 2.311966 1.073 1.665 0.234
H 2.485992 0.835835 4.098433 0.243 0.158 -0.466
H 5.551784 2.963600 5.285512 -0.428 -0.438 0.023
H 4.614079 0.773522 0.984458 -0.516 0.619 0.238
H 4.071567 -1.068832 -1.510857 -0.529 1.357 0.356
H 4.888857 0.556468 -1.385346 -1.421 -0.762 -0.091
H 2.848493 1.433060 -3.077596 0.769 -1.154 0.389
H 2.580754 -0.373096 -3.288066 1.250 1.170 0.209
H 4.631970 2.358985 -4.025959 0.819 -0.348 -0.082
H 5.896864 1.743534 -3.212611 -0.083 -0.008 -0.829
H 1.165208 1.125280 -1.531568 0.986 0.486 1.322
H 0.917222 1.530695 0.216023 1.503 -0.213 -1.030
H 1.693289 3.701835 -0.037948 1.106 -0.836 -0.945
H 0.153459 2.950706 -2.191119 1.198 0.924 0.113
H 1.720713 3.336649 -3.152141 -1.003 0.032 1.458
H 1.027058 4.644156 -2.094379 -0.224 -1.571 -0.219
H 1.225436 -1.040126 -1.482783 0.139 -0.600 1.605
H 0.225554 -1.059848 0.051557 1.462 -0.444 -0.464
H 1.838554 -3.334642 -1.370291 -0.386 0.169 1.487
H 1.452435 -3.559260 0.487744 0.068 0.746 -1.300
H -0.356235 -4.508490 -1.243277 0.076 1.461 0.529
H -0.752940 -2.764406 -1.668734 0.708 -0.854 1.174
H -0.745430 -2.703255 1.276744 -0.850 -0.723 -0.861
H -1.400031 -4.412528 0.858607 0.264 1.480 -0.086
H -3.241898 -3.468300 -0.671306 1.089 0.843 0.912
H -2.470870 -1.781405 -0.519673 -0.449 -1.438 0.627
H -3.477023 -3.286439 2.060128 -0.279 1.143 -0.961
H -3.470108 -1.451010 1.765442 0.022 -1.318 -0.579
H -5.864210 -2.803415 1.733271 1.058 0.160 -1.308
H -5.323483 -3.255371 -0.007297 -0.089 0.777 1.162
H -6.907859 -1.050231 0.442684 1.712 -0.125 -0.036
H -5.371402 -0.216498 0.970892 -0.321 -1.238 -0.865
H -6.398153 -1.161196 -1.800972 1.490 0.547 0.663
H -4.667761 -1.688200 -1.562000 -0.983 1.169 0.563
H -4.602107 0.512424 -2.731377 -0.281 0.121 1.482
H -5.751478 1.317616 -1.554332 1.442 -1.003 0.149
H -2.784304 1.362458 -1.390366 -1.046 -0.171 0.904
H -3.258472 0.166756 -0.052617 -0.506 0.983 -1.105
H -2.769027 3.428357 -0.828003 -0.534 -0.511 1.279
H -3.957813 4.124618 0.374248 0.919 -1.255 -0.224
H -2.541651 3.167934 1.048035 -0.675 0.081 -1.364
```
Positions in Å, forces in eV/Å.

The value obtained for the orbital gap is 7.67 eV. The HOMO energy is -11.688 eV. Its energy is -9411.1299 Ha. Its net charge is +1. As for the SMILES: CCN1C(NP(O)Br)=[NH+][C@](CCC(N)=O)(C[C@H](C)Br)[C@]1(Br)CCCCCCCCCCCOC.

[3]
Here is a molecular structure, C29H41GaN5O10SSi at a distorted geometry from the OMol25 dataset. Energies are from ωB97M-V/def2-TZVPD.

The geometry in XYZ format:
```
88
Properties=species:S:1:pos:R:3:forces:R:3
Ga -0.635339 -0.993394 0.636848 0.647 -0.108 -0.564
O 2.804524 -2.231994 1.208585 -0.041 0.075 0.213
C 1.709284 -1.773917 1.540486 0.186 -0.333 -0.080
O 0.579964 -2.368253 1.449838 -0.056 0.171 -0.016
C 1.627758 -0.358145 2.090598 -0.088 -0.017 -0.098
C 2.631605 0.429467 2.620491 0.018 0.059 0.017
C 2.263797 1.669421 3.129181 0.044 -0.060 0.037
C 0.923060 2.035585 3.205661 -0.251 -0.031 0.041
C -0.020985 1.180097 2.665886 0.055 0.174 -0.359
N 0.380363 0.077843 2.048836 -0.331 -0.016 -0.142
C -1.530322 1.166487 2.822509 -0.056 -1.104 0.716
O -2.127773 2.105025 3.534481 -0.102 0.271 -0.426
O -2.109346 0.127948 2.567490 0.122 0.775 -0.453
H 2.865175 -2.472694 -0.348991 -0.004 0.015 -0.037
H 3.655201 0.084939 2.637917 -0.007 -0.036 -0.022
H 3.018406 2.340947 3.515577 0.008 -0.029 0.042
H 0.637976 2.955699 3.696086 0.000 0.003 0.007
H -1.664567 2.950489 3.501396 0.108 0.094 -0.027
N -7.769516 1.865211 -1.278097 -0.065 -0.016 0.039
C -6.427734 2.015296 -1.098127 0.187 -0.047 -0.022
C -5.812651 1.534222 0.070699 -0.043 -0.011 -0.002
C -4.443828 1.572602 0.203678 -0.017 0.180 -0.044
C -3.669447 2.102387 -0.823893 0.282 -0.178 0.032
C -4.260551 2.639499 -1.958972 0.084 0.057 0.056
C -5.631342 2.612880 -2.087155 -0.127 0.023 0.041
S -1.934411 1.870183 -0.787556 0.747 0.612 0.632
O -1.312633 2.520341 0.357049 -0.513 -0.526 0.180
O -1.356428 2.215075 -2.046706 -0.280 -0.159 -0.525
N -1.744889 0.262346 -0.469653 -0.142 0.530 0.911
C -2.488102 -0.720806 -0.964474 -0.632 -0.516 -0.768
N -3.358956 -0.606145 -1.967571 -0.001 0.071 -0.070
C -3.913247 -1.725245 -2.402218 0.041 0.163 0.113
C -3.643133 -2.977280 -1.857801 -0.006 -0.130 0.116
C -2.774895 -3.014385 -0.788843 0.044 -0.195 0.025
N -2.199697 -1.901732 -0.340640 0.174 0.528 0.302
H -8.335674 1.510516 -0.530246 -0.058 0.062 -0.019
H -8.234977 2.296739 -2.054358 -0.007 0.030 0.025
H -6.423978 1.112249 0.858842 0.005 0.002 0.013
H -3.970747 1.196921 1.101075 -0.009 -0.129 0.037
H -3.631978 3.076049 -2.723505 -0.043 -0.108 -0.079
H -6.108077 3.033547 -2.963413 0.037 -0.008 -0.039
H -4.602083 -1.608056 -3.231846 -0.026 -0.079 0.010
H -4.105904 -3.873223 -2.240578 -0.004 -0.017 0.042
H -2.532577 -3.926432 -0.260325 0.039 -0.043 -0.056
C 0.437140 -2.550571 -5.207260 0.105 0.120 0.169
C 0.598934 -1.223234 -4.471359 -0.191 0.032 -0.401
C -0.753554 -0.689263 -4.024951 0.208 -0.048 0.199
C 1.329668 -0.212263 -5.346107 -0.053 -0.097 0.206
O 1.439981 -1.444353 -3.322301 0.151 -0.007 -0.040
Si 1.170515 -2.046802 -1.864416 0.067 0.288 0.330
O 0.620879 -1.012176 -0.792650 0.036 -0.117 0.058
O 2.852400 -2.378765 -1.358301 -0.268 -0.145 0.245
C 4.148512 -1.742614 -1.771565 0.691 0.298 -0.366
C 4.430612 -2.171721 -3.201794 -0.251 -0.104 0.107
C 4.009271 -0.234361 -1.640774 -0.328 -0.137 0.059
C 5.203826 -2.295062 -0.825564 -0.244 -0.131 0.092
O 0.397134 -3.456499 -1.829814 0.063 -0.117 0.094
C 0.686944 -4.872599 -1.745175 -0.019 -0.263 -0.138
C 0.803234 -5.261193 -0.277226 -0.011 0.174 -0.117
C -0.491979 -5.591336 -2.393521 0.078 0.164 0.041
C 1.964925 -5.216700 -2.503520 -0.131 0.175 0.010
H -0.145882 -2.409555 -6.116779 -0.015 -0.015 -0.010
H -0.074698 -3.269592 -4.566122 0.002 -0.042 -0.039
H 1.417938 -2.944704 -5.476670 -0.010 -0.056 -0.037
H -1.373959 -0.467079 -4.892565 -0.065 -0.008 0.020
H -0.646165 0.214940 -3.423023 0.000 0.025 -0.068
H -1.256834 -1.446314 -3.417263 -0.069 -0.040 -0.061
H 0.795100 -0.084479 -6.286600 0.014 0.056 -0.017
H 2.338101 -0.566920 -5.560061 0.011 0.011 -0.060
H 1.393414 0.749831 -4.837668 0.012 0.023 -0.022
H 3.640896 -1.825140 -3.860779 0.036 0.016 -0.083
H 4.496827 -3.258086 -3.268674 0.028 -0.007 -0.002
H 5.378529 -1.746743 -3.527407 0.025 0.027 0.059
H 3.170835 0.118345 -2.241368 0.042 0.068 -0.030
H 4.917437 0.256677 -1.986454 0.047 -0.052 0.002
H 3.832957 0.044723 -0.600411 0.018 0.011 0.004
H 5.209310 -3.385915 -0.850658 0.035 -0.002 -0.038
H 5.016239 -1.976310 0.198402 0.045 0.018 0.023
H 6.187290 -1.941217 -1.129075 -0.024 0.048 -0.052
H -0.062213 -4.896290 0.275165 -0.024 -0.050 0.037
H 1.692825 -4.824362 0.176914 0.031 0.012 0.032
H 0.857967 -6.345836 -0.185183 0.018 -0.006 0.028
H -1.410795 -5.396628 -1.841718 -0.040 -0.015 0.015
H -0.307523 -6.664911 -2.399408 -0.048 -0.020 -0.001
H -0.627415 -5.253680 -3.421372 0.010 -0.018 -0.006
H 2.826828 -4.726703 -2.057213 0.063 -0.021 0.017
H 1.880006 -4.903979 -3.545951 0.030 -0.036 -0.017
H 2.127426 -6.293254 -2.468418 0.009 -0.014 -0.040
```
Positions in Å, forces in eV/Å.

The value obtained for the orbital gap is 6.83 eV. The HOMO energy is -10.249 eV. Its energy is -4768.4660 Ha. Its net charge is +1. The energy above the lowest of the compared OMol25 structures with the same formula, charge and spin comes out at 0.886 eV.

[4]
Here is a single C3H8N2OS2 molecule from the OMol25 dataset. Energies are from ωB97M-V/def2-TZVPD.

The geometry in XYZ format:
```
16
Properties=species:S:1:pos:R:3:forces:R:3
C -3.114639 0.012738 0.942596 0.516 -0.080 0.521
C -2.617523 -0.227686 -0.468181 -0.059 0.180 0.052
O -1.388751 -0.957351 -0.474587 0.384 -0.089 0.004
C -0.236931 -0.259292 -0.319789 -0.196 -0.211 -0.094
N -0.254434 0.973978 -0.058070 0.315 0.417 0.086
S 1.201744 1.879063 -0.048899 0.014 -0.600 0.044
N 0.831798 -1.118575 -0.562838 0.050 0.072 0.088
S 2.184055 -1.190543 0.471406 -0.031 0.114 -0.194
H -4.085648 0.503010 0.892876 -0.005 0.109 0.127
H -2.388869 0.640773 1.507655 -0.604 -0.311 -0.467
H -3.229532 -0.932508 1.497057 -0.011 0.254 -0.280
H -3.294667 -0.856844 -1.047331 -0.050 0.090 0.099
H -2.472407 0.725594 -0.981946 -0.005 -0.109 -0.028
H 0.593219 3.045165 -0.192140 -0.259 0.357 -0.050
H 0.498259 -2.017268 -0.875269 0.120 -0.097 -0.007
H 3.089882 -0.607800 -0.345712 -0.179 -0.094 0.100
```
Positions in Å, forces in eV/Å.

The value obtained for the orbital gap is 9.05 eV. The HOMO energy is -8.298 eV. Its energy is -1100.1967 Ha. The energy above the lowest of the compared OMol25 structures with the same formula, charge and spin comes out at 1.596 eV. As for the SMILES: CCO/C(=N/S)NS.